Record 1
107
Properties=species:S:1:pos:R:3:forces:R:3 method="wB97M-V/def2-TZVPD" total_energy_ev=-103464.21154 gap_ha="0.24757 / 0.22102" multiplicity=4 e_homo_ev="-7.5 / -7.7"
Re 4.62176 -17.65083 15.18951 1.03 0.96 -0.32
C 2.56644 -20.47308 12.49013 -1.17 0.34 2.33
C 1.30890 -20.63461 13.12778 0.20 -1.33 -1.62
C 1.06335 -20.20354 14.39052 1.51 1.12 0.27
C 2.05695 -19.45156 14.98934 1.55 0.90 0.83
N 3.32698 -19.25131 14.37500 -1.78 0.80 2.88
C 3.54663 -19.76341 13.20209 -4.17 -2.01 -1.06
N 1.64019 -18.78883 16.19806 0.34 -0.85 -1.76
C 1.82664 -17.52438 16.13944 0.59 1.24 0.60
N 2.76879 -16.87830 15.33932 -1.87 -1.35 1.06
C 2.44611 -15.56493 15.23000 0.35 0.55 -2.59
N 2.82640 -14.84455 14.20407 -1.76 -0.13 2.88
C 3.51572 -15.38057 13.16176 1.40 1.72 -0.63
C 3.61858 -14.43214 12.08035 1.83 -2.04 -0.81
C 4.47782 -14.83562 10.99272 -2.36 1.66 1.07
C 5.02670 -16.08245 10.98734 -0.43 -1.14 0.52
C 4.84115 -16.89640 12.09569 1.11 -0.70 -0.53
N 4.22975 -16.54838 13.22479 -0.94 0.41 -1.23
C 1.44305 -15.28889 16.27441 0.19 1.56 -0.29
C 0.97913 -14.07213 16.72979 0.49 0.65 0.83
C 0.21284 -14.07193 17.90107 -0.90 0.04 -0.90
C -0.24174 -15.25750 18.49925 0.23 -0.57 -0.28
C 0.22784 -16.48062 18.02468 1.58 0.06 -1.82
C 1.07937 -16.45888 16.87742 -0.51 -0.78 1.39
H 2.81435 -20.95258 11.58133 0.04 -0.14 -0.89
H 0.44917 -21.16665 12.70877 0.63 0.06 -0.60
H 0.11816 -20.25983 14.87072 -0.54 -0.23 0.31
H 4.39881 -19.66964 12.68287 3.44 0.75 -0.99
H 3.17183 -13.42774 12.21801 0.30 -1.03 -0.26
H 4.62233 -14.23368 10.10573 0.03 0.42 0.20
H 5.57323 -16.45684 10.13499 0.15 0.00 0.01
H 5.34338 -17.88063 12.07905 -0.42 0.63 0.21
H 1.35798 -13.14013 16.28299 -0.42 -0.50 0.20
H -0.17609 -13.12604 18.24868 0.10 0.07 0.22
H -0.99153 -15.26657 19.28950 0.46 0.28 0.07
H 0.15091 -17.45197 18.47857 -0.79 -0.09 0.37
C 8.11563 -18.05174 12.40732 0.28 -0.43 -0.94
C 8.27357 -18.24474 13.93153 -0.33 -1.56 -1.13
P 6.90662 -18.53693 15.13889 0.54 -0.02 -0.36
C 7.90027 -18.37587 16.67922 1.29 1.22 0.92
C 8.23215 -17.10776 17.34351 -0.89 -1.84 -0.88
C 9.15912 -17.14510 18.34339 1.95 -0.25 1.29
C 9.85209 -18.31495 18.71983 -2.55 0.61 -1.81
C 9.52776 -19.48974 18.14130 -0.26 -0.92 -0.45
C 8.60713 -19.49888 17.11819 -0.92 -0.76 -1.84
C 6.39518 -20.29305 15.02700 -0.34 -0.12 1.87
C 6.39671 -21.02799 13.88353 0.56 0.12 0.50
C 5.60387 -22.14929 13.77987 -1.67 -1.44 0.51
C 4.52274 -22.40640 14.69543 0.34 -0.94 -1.61
C 4.46448 -21.77486 15.83748 0.02 1.43 1.17
C 5.61930 -20.89106 16.23416 -1.06 1.89 0.43
C 8.19432 -16.62817 11.89971 -1.72 0.61 -0.09
P 8.69176 -16.27525 10.17523 0.77 -1.21 -1.00
C 10.45384 -15.80575 10.47950 -0.93 -0.09 -0.21
C 11.13918 -16.48140 11.46983 0.59 -0.05 0.12
C 12.43699 -16.20948 11.75733 0.95 2.42 -0.76
C 13.07382 -15.12057 11.09506 0.80 -1.52 0.96
C 12.42928 -14.44567 10.11991 -1.48 1.11 -1.41
C 11.11204 -14.79792 9.81446 -0.19 0.32 -0.06
C 8.01941 -14.64685 9.75400 0.35 -0.02 -0.12
C 8.03356 -14.14644 8.41085 0.42 -2.38 2.48
C 7.70009 -12.86090 8.24958 0.57 1.84 -1.64
C 7.42566 -12.04340 9.30395 -0.50 -0.67 2.30
C 7.41048 -12.50545 10.62345 -0.36 0.22 -0.95
C 7.71756 -13.82952 10.83635 -0.02 0.52 -0.70
H 7.16949 -18.42281 12.00183 0.14 -0.51 0.28
H 8.90288 -18.67944 11.93055 -0.46 0.35 0.23
H 8.85723 -17.49052 14.38570 0.49 0.93 0.30
H 8.88456 -19.13888 13.92942 0.10 -0.52 0.83
H 7.82259 -16.16251 17.04644 -0.37 0.11 -0.14
H 9.57251 -16.30134 18.90868 -0.86 0.36 -0.70
H 10.62919 -18.29920 19.35937 2.31 0.39 2.42
H 9.95724 -20.44231 18.39528 0.48 -0.04 0.19
H 8.54653 -20.43925 16.52174 -0.37 0.66 0.61
H 7.04806 -20.71947 13.11091 0.48 0.18 -1.06
H 5.54722 -22.89641 13.02838 0.89 0.05 -1.29
H 3.75591 -23.12223 14.39413 0.16 0.22 0.05
H 3.59309 -21.81383 16.46912 -0.03 -0.19 0.34
H 6.22320 -21.51558 16.89257 0.84 -0.24 -0.34
H 8.73784 -16.01613 12.56366 0.71 0.73 0.87
H 7.15178 -16.26726 11.96262 0.65 0.29 0.11
H 10.71455 -17.14740 12.15816 -1.12 -1.11 0.41
H 12.89296 -16.62568 12.61993 0.50 -0.57 0.45
H 14.07909 -14.85777 11.36265 0.34 0.10 0.18
H 12.75343 -13.55256 9.55538 0.55 -0.68 0.69
H 10.56385 -14.15598 9.14206 -0.05 -0.10 -0.31
H 8.42706 -14.74156 7.60402 -0.21 -0.29 -0.15
H 7.85815 -12.40480 7.28147 -0.40 0.02 -0.23
H 7.17973 -11.04552 9.20364 -0.34 1.99 -0.74
H 7.12767 -11.85486 11.44414 0.18 -0.02 -0.06
H 7.77176 -14.15567 11.84464 -0.07 -0.53 0.67
F 3.01748 -20.50756 20.26381 -0.46 0.20 -0.11
C 3.56837 -19.91241 19.16910 0.34 -0.06 1.69
C 3.39509 -18.45824 19.12311 1.66 -0.43 -3.32
C 3.97359 -17.74751 18.08980 0.55 -0.91 1.56
C 4.62996 -18.46977 16.98074 -0.98 0.00 -0.55
C 5.13802 -19.84110 17.31423 1.08 -0.24 1.88
C 4.45923 -20.62546 18.49262 0.05 2.96 -2.40
H 2.78940 -17.93397 19.78371 -0.88 0.48 1.52
H 4.01149 -16.64823 18.17045 -0.34 -0.58 -0.56
H 6.09510 -19.38735 17.82462 -0.94 -1.01 -0.62
H 4.74522 -21.62350 18.68013 0.06 -0.88 0.34
O 7.64890 -15.76369 14.79767 0.81 -0.31 -0.51
S 6.55553 -14.85775 15.03108 -2.29 1.73 2.08
O 6.69759 -14.00221 16.22876 0.17 -1.18 -1.79
O 5.34288 -15.87394 15.51688 0.06 -0.31 0.48
O 5.99622 -14.19159 13.85938 0.84 -0.49 0.43

***

Record 2
104
Properties=species:S:1:pos:R:3:forces:R:3 method="wB97M-V/def2-TZVPD" charge=+1 total_energy_ev=-74114.33583 gap_ha="0.25078 / 0.22997" multiplicity=4 e_homo_ev="-9.7 / -9.8"
Re 0.10520 0.06201 0.24474 0.89 -0.89 -0.03
C -4.66276 -2.58087 0.22581 0.05 -0.01 0.00
C -3.51252 -1.99583 -0.52291 -0.01 0.05 0.05
C -3.41669 -1.77289 -1.87907 -0.07 0.02 0.03
C -2.17276 -1.18122 -2.08073 0.37 -0.06 -0.17
N -1.50852 -1.08142 -0.91820 -0.71 0.34 0.47
N -2.37172 -1.57502 0.05471 0.14 -0.25 -0.09
B -2.14576 -1.46475 1.60368 -0.20 0.41 -0.12
N -2.26917 0.08482 1.92539 0.00 -0.47 -0.13
N -1.70676 0.88683 0.96606 -0.09 0.26 0.13
C -2.45679 2.00525 0.88915 0.13 0.00 0.20
C -3.45547 1.94649 1.86627 0.14 0.08 -0.22
C -3.32147 0.71824 2.47519 0.01 -0.09 0.16
C -4.13291 0.15991 3.59089 -0.01 -0.03 0.04
C -2.35118 3.04842 -0.14126 -0.07 -0.07 -0.05
C -2.31014 2.67415 -1.48036 -0.02 -0.02 0.03
C -2.31333 3.63771 -2.47664 -0.02 0.00 0.03
C -2.38679 4.98039 -2.13472 -0.01 0.02 0.02
C -2.46943 5.35595 -0.79967 -0.05 -0.02 -0.04
C -2.45337 4.39496 0.19581 -0.08 -0.03 0.02
N -0.77491 -2.04096 1.96935 -0.49 0.02 -0.19
N 0.16720 -2.14654 0.98866 0.08 0.07 0.55
C 1.12689 -2.94185 1.50503 0.16 0.14 -0.28
C 0.80732 -3.30244 2.81118 -0.13 0.03 0.02
C -0.41900 -2.71727 3.06902 0.10 0.11 0.11
C -1.27094 -2.76710 4.28987 -0.02 -0.01 -0.04
C 2.26812 -3.45800 0.73266 0.01 0.03 0.00
C 3.50435 -3.64533 1.34796 0.00 0.02 -0.01
C 4.55986 -4.19852 0.64093 0.00 -0.02 0.00
C 4.38729 -4.58107 -0.68293 0.00 0.00 0.01
C 3.15311 -4.41473 -1.29522 0.02 -0.01 -0.02
C 2.09790 -3.85854 -0.59000 -0.05 -0.03 0.00
C -1.64700 -0.78191 -3.40402 0.00 -0.02 0.01
C -0.91760 0.38464 -3.60726 -0.04 0.06 0.03
C -0.48401 0.73301 -4.87649 0.01 0.04 -0.02
C -0.77338 -0.07957 -5.96241 -0.01 -0.02 0.01
C -1.49706 -1.24943 -5.77021 0.01 0.02 0.00
C -1.93136 -1.59709 -4.50106 0.02 -0.01 0.01
H -5.50736 -2.69857 -0.44921 0.01 -0.02 -0.01
H -4.96884 -1.94282 1.05310 -0.03 0.02 0.00
H -4.40794 -3.55966 0.63325 0.00 0.00 0.02
H -4.16578 -1.97409 -2.62422 -0.01 -0.01 -0.01
H -3.01201 -2.02656 2.20240 0.10 -0.06 -0.10
H -4.21933 2.68311 2.04441 0.00 0.02 0.00
H -5.11791 0.62149 3.58814 -0.01 -0.01 0.04
H -3.65518 0.39287 4.54467 -0.02 -0.01 0.01
H -4.24833 -0.92034 3.53403 0.02 0.00 -0.06
H -2.31290 1.62074 -1.73347 -0.02 0.07 0.04
H -2.27894 3.33707 -3.51586 0.00 0.00 -0.01
H -2.39751 5.73631 -2.90893 0.00 0.00 -0.01
H -2.53866 6.40166 -0.53328 0.00 0.02 0.00
H -2.50184 4.68852 1.23652 0.02 0.00 0.01
H 1.36329 -3.95720 3.45948 0.00 -0.03 -0.01
H -0.69268 -3.14223 5.13104 0.00 -0.01 -0.01
H -2.12912 -3.42465 4.14242 -0.01 0.01 0.00
H -1.64460 -1.77442 4.54153 0.00 0.00 0.02
H 3.63829 -3.34354 2.38002 0.00 0.01 0.01
H 5.51807 -4.33699 1.12437 0.00 0.00 0.01
H 5.20964 -5.02210 -1.23084 0.00 0.00 0.00
H 3.00842 -4.72618 -2.32173 0.00 0.00 0.00
H 1.12474 -3.75186 -1.05205 -0.01 0.01 -0.01
H -0.68819 1.03315 -2.77117 0.04 -0.06 -0.08
H 0.08249 1.64545 -5.01318 0.00 0.00 0.00
H -0.43813 0.19525 -6.95345 0.00 0.00 -0.01
H -1.72483 -1.89265 -6.60957 0.00 0.00 -0.01
H -2.48521 -2.51529 -4.35509 -0.01 -0.01 0.01
C 1.47481 0.78372 4.36065 0.00 -0.01 -0.04
C 2.80131 0.37013 4.30080 -0.01 0.01 0.01
C 3.34228 -0.02080 3.09050 0.02 0.01 -0.02
C 2.55335 -0.00763 1.94076 0.01 0.00 0.01
C 1.21043 0.38850 1.98781 -0.26 0.14 -0.19
C 0.68768 0.79060 3.21827 0.00 -0.13 0.08
C 3.04954 -0.39792 0.62519 0.03 0.04 -0.04
C 4.42764 -0.48408 0.32814 -0.02 0.00 0.05
C 4.83116 -0.76245 -0.93615 -0.02 -0.01 -0.05
C 3.86822 -1.02384 -1.93805 0.01 0.01 0.02
C 4.21945 -1.38767 -3.25489 0.01 -0.01 0.01
C 3.25392 -1.69510 -4.17276 -0.02 0.00 0.00
C 1.89677 -1.66349 -3.79905 0.03 -0.01 0.01
C 1.53575 -1.30473 -2.52967 -0.02 0.01 0.03
C 2.50855 -0.95312 -1.58185 -0.02 -0.11 0.05
N 2.12012 -0.59746 -0.30750 0.06 0.23 -0.12
H 1.05226 1.10226 5.30505 0.00 0.00 0.01
H 3.40786 0.35553 5.19586 0.01 0.00 0.01
H 4.37306 -0.34786 3.04827 0.00 0.00 0.01
H -0.34543 1.10742 3.29502 -0.02 -0.01 0.00
H 5.14740 -0.28582 1.10733 -0.01 0.00 0.00
H 5.88398 -0.79903 -1.18690 0.01 0.00 -0.01
H 5.26850 -1.43066 -3.51879 0.01 0.00 0.00
H 3.52925 -1.97582 -5.18013 0.00 0.00 -0.01
H 1.12907 -1.92938 -4.51463 -0.01 0.00 0.00
H 0.50148 -1.32889 -2.22520 -0.01 -0.01 0.00
Te 1.15815 2.21747 -0.82314 0.00 0.13 -0.19
C 0.70505 3.92550 0.31174 0.04 0.05 -0.03
C 0.74367 5.14248 -0.35913 0.04 0.01 0.05
C 0.54324 6.32238 0.34287 0.03 -0.01 -0.02
C 0.30345 6.28979 1.70844 0.00 0.03 0.02
C 0.27396 5.07291 2.37528 -0.02 -0.01 0.00
C 0.47894 3.88910 1.68055 -0.02 0.22 -0.10
H 0.91721 5.17511 -1.42746 0.01 0.00 -0.02
H 0.57357 7.26899 -0.18120 0.00 0.00 0.00
H 0.15036 7.21173 2.25367 0.00 0.00 0.01
H 0.09874 5.04279 3.44367 0.00 0.00 0.00
H 0.47115 2.95245 2.20415 0.01 -0.17 0.11